Computed, not measured: a structure of composition C10H19InNSi, with ωB97M-V with the def2-TZVPD basis set.

HOMO (spin up / spin down) = -1.58 / -2.38 eV
Net charge = -1
Gap between HOMO and LUMO (spin up / spin down) = 4.213 / 4.934 eV
DFT total energy = -926.5956 a.u.

The geometry in XYZ format:
```
32
C10H19InNSi (ωB97M-V with the def2-TZVPD basis set)
C -0.021 1.485 -2.522
C -0.772 2.395 -1.704
C -1.885 1.686 -1.164
C -1.852 0.362 -1.676
C -0.691 0.214 -2.480
In 0.786 0.564 -0.153
N 1.556 -2.345 -2.542
C 2.321 1.891 0.146
C 1.303 2.690 0.764
H -2.663 2.108 -0.534
H -0.557 3.458 -1.583
H -2.610 -0.398 -1.531
H -0.384 -0.678 -3.021
H 0.819 1.746 -3.171
H 0.907 3.563 0.248
H 3.072 1.373 0.791
H 2.399 -1.762 -2.779
H 1.182 2.648 1.846
H 2.789 2.259 -0.797
C 0.830 -2.926 1.098
Si -0.186 -1.346 1.255
C -1.989 -1.731 0.866
C -0.103 -0.613 2.998
H 0.383 -3.603 0.357
H 0.857 -3.430 2.079
H 1.854 -2.715 0.759
H -2.348 -2.489 1.580
H -2.629 -0.840 0.955
H -2.093 -2.135 -0.151
H -0.287 -1.419 3.725
H 0.885 -0.176 3.205
H -0.871 0.165 3.136
```

=====

Computed, not measured: the ion C10H19N2S with charge +1, with ωB97M-V with the def2-TZVPD basis set.

SMILES = C[NH+](C)[C@@H](c1cccs1)C(C)(C)N
HOMO = -12.16 eV
Net charge = +1
Gap between HOMO and LUMO = 9.724 eV
DFT total energy = -899.7933 a.u.
ΔE to the lowest compared entry with this formula, charge and spin = 124.4 kJ/mol

The geometry in XYZ format:
```
32
C10H19N2S (ωB97M-V with the def2-TZVPD basis set)
C 0.810 2.313 1.425
N 0.750 1.379 0.273
C 0.666 1.965 -1.134
C 0.096 0.007 0.540
C -1.359 -0.058 0.031
C -1.998 0.072 -1.149
C -3.403 -0.024 -1.056
C -3.823 0.044 0.274
S -2.520 0.023 1.383
C 1.097 -1.271 0.236
C 0.612 -2.394 1.204
C 0.825 -1.631 -1.249
N 2.528 -0.787 0.184
H 1.411 1.928 2.137
H 1.282 3.356 1.272
H -0.105 2.412 1.832
H 1.731 0.921 0.417
H 1.295 2.836 -1.089
H 0.871 1.106 -1.907
H -0.359 2.467 -1.318
H 0.168 0.133 1.658
H -1.566 0.124 -2.065
H -3.945 -0.033 -1.997
H -4.828 0.061 0.766
H 0.846 -2.034 2.160
H 1.211 -3.234 0.911
H -0.371 -2.439 0.941
H -0.305 -1.679 -1.546
H 1.160 -2.539 -1.397
H 1.223 -0.848 -2.002
H 2.959 -1.041 -0.707
H 3.042 -1.134 0.971
```

=====

Computed, not measured: the ion C10H19N2Si with charge +1, with ωB97M-V with the def2-TZVPD basis set.

HOMO (spin up / spin down) = -12.99 / -13.03 eV
Net charge = +1
Gap between HOMO and LUMO (spin up / spin down) = 7.393 / 7.682 eV
DFT total energy = -790.9933 a.u.
ΔE to the lowest compared entry with this formula, charge and spin = 462.2 kJ/mol

The geometry in XYZ format:
```
32
C10H19N2Si (ωB97M-V with the def2-TZVPD basis set)
C 4.119 -0.172 -0.221
C 3.822 0.321 1.088
C 3.296 -0.783 -1.164
C 2.578 0.373 1.553
C -0.330 1.947 0.317
C -0.715 0.711 -1.934
C -2.540 0.802 -0.391
C -0.494 -0.897 2.191
C -1.174 -2.727 -0.491
C -1.043 0.708 -0.461
N 2.017 -1.200 -0.979
N 1.317 -0.828 -0.090
Si -0.462 -1.019 0.328
H 5.123 -0.206 -0.452
H 4.712 0.601 1.701
H 3.753 -1.194 -2.114
H 1.841 0.464 2.334
H -0.538 1.926 1.504
H 0.776 1.707 0.081
H -0.674 2.856 -0.158
H -1.027 -0.176 -2.469
H 0.327 0.612 -2.074
H -1.097 1.506 -2.549
H -3.083 1.030 0.519
H -2.747 1.679 -1.040
H -2.965 -0.021 -0.923
H 0.344 -1.648 2.543
H -0.181 0.128 2.564
H -1.450 -1.179 2.781
H -2.071 -2.977 -0.057
H -1.341 -2.781 -1.565
H -0.554 -3.693 -0.444
```

=====

Computed, not measured: a cluster of 4 separate species, C10H19N7O5P in total, with ωB97M-V with the def2-TZVPD basis set.

HOMO = -13.17 eV
Net charge = +1
Gap between HOMO and LUMO = 9.872 eV
DFT total energy = -1493.0710 a.u.

The geometry in XYZ format:
```
42
C10H19N7O5P (ωB97M-V with the def2-TZVPD basis set)
O 2.809 -2.735 -1.031
N 1.911 -2.242 -1.557
O 2.114 -0.827 -1.681
C 1.169 -0.286 -2.585
C 0.281 0.732 -1.878
C -0.007 0.404 -0.420
N -1.268 1.202 -0.245
C -1.946 0.901 -1.367
N -3.274 0.783 -1.425
P -4.206 0.413 -2.854
O -4.493 1.603 -3.621
O -5.450 -0.319 -2.209
O -3.362 -0.664 -3.633
N -1.125 0.699 -2.425
H 1.703 0.179 -3.415
H 0.541 -1.082 -2.996
H 0.610 1.771 -1.954
H -0.296 -0.649 -0.346
H 0.780 0.671 0.278
H -1.741 0.973 0.635
H -3.771 1.008 -0.571
H -5.259 -0.853 -1.426
H -3.122 -1.448 -3.116
H -1.279 1.306 -3.224
C 4.595 -4.767 1.180
C 4.961 -6.174 1.090
N 5.239 -7.283 1.018
H 5.476 -4.144 1.035
H 3.862 -4.529 0.414
H 4.170 -4.558 2.160
C 0.331 3.902 1.530
C 1.506 3.060 1.365
N 2.388 2.339 1.237
H -0.551 3.280 1.400
H 0.313 4.349 2.522
H 0.325 4.699 0.788
C -0.463 1.439 5.003
C -1.037 1.271 3.678
N -1.482 1.132 2.634
H -0.071 0.487 5.354
H 0.347 2.166 4.963
H -1.229 1.790 5.692
```

=====

Computed, not measured: a cluster of 2 separate species, C10H19NO3 in total, with ωB97M-V with the def2-TZVPD basis set.

SMILES = C=C[C@@H]1C[C@H](O)NC1=O.CCOCC
HOMO = -7.62 eV
Gap between HOMO and LUMO = 6.743 eV
DFT total energy = -672.5811 a.u.
ΔE to the lowest compared entry with this formula, charge and spin = 871.0 kJ/mol

The geometry in XYZ format:
```
33
C10H19NO3 (ωB97M-V with the def2-TZVPD basis set)
C -1.100 -1.108 0.109
C -1.620 -2.386 0.725
C -0.563 -3.660 0.781
C 0.484 -3.454 2.069
C 1.841 -3.984 1.317
O 3.102 -4.118 2.061
N 1.816 -3.145 0.035
C 0.430 -3.487 -0.552
O 0.135 -3.629 -1.853
H -1.383 -0.843 -0.998
H -0.473 -0.408 0.832
H -2.731 -2.441 1.088
H -1.017 -4.735 0.983
H 0.451 -2.384 2.549
H 0.247 -4.362 2.804
H 1.494 -5.044 0.895
H 3.115 -5.002 2.574
H 1.862 -2.094 0.187
C -1.970 4.016 -2.041
C -1.591 3.254 -0.781
O -0.382 2.509 -0.910
C 0.799 3.255 -1.191
C 1.142 4.282 -0.126
H -2.027 3.337 -2.899
H -2.939 4.508 -1.912
H -1.233 4.787 -2.282
H -2.382 2.529 -0.559
H -1.533 3.924 0.082
H 0.722 3.722 -2.179
H 1.616 2.530 -1.255
H 0.377 5.058 -0.051
H 2.093 4.770 -0.358
H 1.220 3.805 0.857
```

=====

Computed, not measured: a structure of composition C10H19NO4Rb, with ωB97M-V with the def2-TZVPD basis set.

HOMO = -2.57 eV
Net charge = -1
Gap between HOMO and LUMO = 4.378 eV
DFT total energy = -772.2248 a.u.
ΔE to the lowest compared entry with this formula, charge and spin = 137.1 kJ/mol

The geometry in XYZ format:
```
35
C10H19NO4Rb (ωB97M-V with the def2-TZVPD basis set)
Rb -3.216 -0.809 -1.834
O -2.381 -5.174 -4.177
C -2.494 -4.177 -3.251
O -2.917 -3.085 -3.607
O -2.138 -4.327 -2.096
H -2.579 -4.617 -4.933
C -0.773 1.922 -0.811
C 0.340 0.797 -0.627
C 1.677 1.510 -0.394
C 1.926 2.052 0.975
C 1.896 0.858 1.963
C 0.482 0.148 1.883
N 0.111 -0.162 0.470
O -1.217 -0.766 0.315
C -0.581 1.054 2.612
C 0.699 -1.133 2.718
C 0.436 0.030 -2.010
H -0.580 2.487 -1.723
H -0.759 2.526 0.096
H -1.802 1.609 -0.989
H 1.621 2.472 -0.904
H 2.435 0.957 -0.948
H 1.212 2.817 1.279
H 2.932 2.468 1.035
H 2.136 1.317 2.921
H 2.732 0.173 1.825
H -0.328 1.216 3.660
H -1.577 0.614 2.582
H -0.796 2.040 2.198
H -0.258 -1.649 2.794
H 0.972 -0.909 3.750
H 1.399 -1.843 2.280
H -0.502 -0.390 -2.373
H 1.151 -0.787 -1.921
H 0.740 0.762 -2.758
```